No. 1
Computed, not measured: a molecular structure, C47H52Cl6F3N8NiO2 at a distorted geometry, with wB97M-V/def2-TZVPD.

As for the frontier orbital gap (alpha / beta): 8.74 / 7.81 eV. The electronic energy is -189923.6918 eV. Its expectation value of S² is 2.0043.

```
! RIJCOSX wB97M-V def2-TZVPD def2/J DEFGRID3
* xyz 1 3
Ni -16.37241 -20.25007 8.92507
C -14.98746 -19.98679 12.03787
O -13.78336 -20.73429 12.03605
O -15.46312 -19.94188 10.76854
C -15.88776 -20.52019 13.16065
F -15.29797 -20.32650 14.34645
F -17.09196 -19.95052 13.21784
F -16.08241 -21.84709 12.99744
C -12.55175 -20.05696 11.92165
C -11.48488 -21.10489 11.95935
H -11.66940 -21.92153 11.25693
H -10.52019 -20.68878 11.66424
H -11.37196 -21.62226 12.91384
H -12.41866 -19.25829 12.65753
H -12.48120 -19.54350 10.95061
H -14.67492 -18.96064 12.28496
N -15.56062 -18.33455 8.25923
C -16.26199 -17.55185 7.42514
C -15.78003 -16.35195 6.93599
C -14.52414 -15.89399 7.33524
C -13.84019 -16.63805 8.28741
C -14.39258 -17.84723 8.68840
H -17.27233 -17.78539 7.10865
H -16.31064 -15.74057 6.21908
H -14.05145 -15.01394 6.92172
H -12.85917 -16.36812 8.65857
H -13.84709 -18.50433 9.35510
N -14.51470 -21.04282 8.15891
C -13.56459 -21.65612 8.88274
C -12.38831 -22.16685 8.35132
C -12.06785 -21.91430 7.02873
C -12.96975 -21.14566 6.29407
C -14.15933 -20.78155 6.88550
H -13.71744 -21.81610 9.94115
H -11.70774 -22.67377 9.01925
H -11.16150 -22.25868 6.55049
H -12.70464 -20.79134 5.30878
H -14.89433 -20.19512 6.34486
N -14.18642 -15.50009 15.48838
C -12.98148 -15.06332 15.08016
C -12.01184 -15.89007 14.57420
C -12.26614 -17.26337 14.54440
C -13.52492 -17.72079 14.86244
C -14.43112 -16.79223 15.37763
H -12.79815 -14.00417 15.22242
H -11.05521 -15.46210 14.30620
H -11.44895 -17.89779 14.22632
H -13.73458 -18.78141 14.86856
H -15.39284 -17.13192 15.75207
N -18.14687 -19.33943 9.54626
C -19.34248 -19.83363 9.19014
C -20.57159 -19.36470 9.62308
C -20.55943 -18.29843 10.49604
C -19.34155 -17.70400 10.82297
C -18.17392 -18.22020 10.30308
H -19.30710 -20.74538 8.60348
H -21.49791 -19.85131 9.35786
H -21.44139 -17.79594 10.87254
H -19.25030 -16.80811 11.41995
H -17.19009 -17.84701 10.55887
N -10.61248 -16.34415 9.86406
C -10.31941 -16.01974 11.13341
C -9.64166 -16.86062 11.99088
C -9.21389 -18.09866 11.54806
C -9.56519 -18.48317 10.26111
C -10.25642 -17.56488 9.46101
H -10.55814 -14.99910 11.40309
H -9.34569 -16.44384 12.94578
H -8.69116 -18.77261 12.21503
H -9.29354 -19.48893 9.97250
H -10.42759 -17.81582 8.41922
N -9.90536 -19.49082 15.39147
C -8.81255 -18.73915 15.54249
C -7.52406 -19.21694 15.42003
C -7.34320 -20.53158 15.02535
C -8.45647 -21.32594 14.80703
C -9.71731 -20.77828 15.07338
H -9.04568 -17.71514 15.81921
H -6.72734 -18.53284 15.68015
H -6.35435 -20.91792 14.81393
H -8.38707 -22.36917 14.53267
H -10.62255 -21.37121 15.04773
N -17.06809 -22.14963 9.70590
C -17.73033 -22.28900 10.85932
C -18.01822 -23.52783 11.40890
C -17.79205 -24.65272 10.65151
C -17.14321 -24.55351 9.42886
C -16.86443 -23.26278 8.97793
H -17.85074 -21.40187 11.46925
H -18.46125 -23.57576 12.39324
H -18.15961 -25.59357 11.04512
H -16.92823 -25.41500 8.81657
H -16.53393 -23.14485 7.95320
N -6.55406 -20.29260 10.29043
C -6.96298 -21.52708 10.57904
C -6.37795 -22.68584 10.08065
C -5.25564 -22.53664 9.26410
C -4.79395 -21.25738 8.99912
C -5.49103 -20.16420 9.50698
H -7.77830 -21.54718 11.29795
H -6.85868 -23.63905 10.24750
H -4.81481 -23.43043 8.84374
H -3.94974 -21.12148 8.33690
H -5.14259 -19.16560 9.27192
C -14.22236 -24.04128 11.91935
Cl -15.06232 -25.10390 13.07690
Cl -13.35549 -24.96346 10.72745
H -14.97174 -23.47580 11.37577
H -13.49644 -23.41381 12.42226
C -17.29579 -22.76315 15.88668
Cl -16.85375 -24.42032 16.40991
Cl -18.54456 -22.12489 16.97522
H -16.40878 -22.14335 15.93750
H -17.64058 -22.83747 14.86311
C -13.10100 -21.62868 16.72760
Cl -13.86096 -22.30947 18.14457
Cl -13.51578 -22.52262 15.25782
H -13.36618 -20.58140 16.63299
H -12.03188 -21.76472 16.85090
*
```

No. 2
Computed, not measured: C4H4Cl2O3 in the gas phase at a distorted geometry, with wB97M-V/def2-TZVPD.

Its structure (SMILES) is O=C(Cl)COCC(=O)Cl. As for the frontier orbital gap: 10.51 eV. The electronic energy is -35398.8429 eV.

```
! RIJCOSX wB97M-V def2-TZVPD def2/J DEFGRID3
* xyz 0 1
O -0.49165 -0.64206 -2.25244
O -1.68800 -0.95576 2.89206
Cl 2.02915 -0.77811 -2.86342
Cl -2.93210 0.26724 1.12887
O -0.09536 0.89123 0.22721
C 0.65852 -0.29504 -1.90984
C -1.49035 -0.29663 1.91881
C 0.84101 0.81135 -0.89282
C -0.12160 -0.25142 1.12109
H 0.80817 1.77645 -1.41138
H 1.93880 0.74243 -0.46724
H 0.63861 -0.07541 1.89111
H -0.09519 -1.19426 0.61800
*
```

No. 3
Computed, not measured: C6H7N in the gas phase at a distorted geometry, with wB97M-V/def2-TZVPD.

Its structure (SMILES) is N#CC1CC=CC1. As for the frontier orbital gap: 10.29 eV. The electronic energy is -7823.4973 eV.

```
! RIJCOSX wB97M-V def2-TZVPD def2/J DEFGRID3
* xyz 0 1
N 0.31059 2.43470 -1.53612
C -0.27896 1.89187 -0.68585
C -0.26632 0.79676 0.55185
C 1.13422 0.19788 0.28311
C 0.86354 -1.16539 -0.28145
C -0.43370 -1.44830 -0.31313
C -1.25286 -0.38570 0.38644
H -0.39172 1.37375 1.46858
H 1.35744 0.85185 -0.53655
H 1.93345 0.33690 1.01355
H 1.65641 -1.75352 -0.73176
H -0.87860 -2.32355 -0.77920
H -2.10868 -0.02525 -0.17634
H -1.64480 -0.78199 1.33686
*
```